[1]
ORCA calculation (wB97M-V/def2-TZVPD) on a single C17H15F13O2 molecule.

ORCA input file:
```
! wB97M-V def2-TZVPD RIJCOSX def2/J DEFGRID3
* xyz 0 1
H 0.50 -0.52 -2.98
C -1.29 0.77 1.77
F -2.29 2.13 3.52
C -2.52 0.68 0.77
O -2.68 -3.42 -4.44
C -1.17 2.12 2.66
F 5.58 2.70 4.07
C -1.66 -1.93 -2.04
H -0.67 -0.30 -1.02
H -3.16 -3.23 -3.62
F 3.50 -0.27 3.43
F 5.03 1.27 2.17
H -2.55 1.56 0.13
H -3.70 -0.54 -0.55
C -1.56 -2.73 -4.49
C 3.84 0.81 4.18
C 5.21 1.37 3.53
F 1.70 1.49 1.84
C -1.04 -2.53 -5.86
F -0.32 2.09 4.95
C -1.73 -0.46 -1.41
H -2.56 -2.58 -2.08
H -2.18 -3.86 -6.39
F 2.33 2.09 5.40
H -2.27 -1.43 0.32
H 0.36 -1.61 -7.10
C 0.08 2.39 3.57
F 2.95 3.01 3.37
F 1.04 0.13 3.74
C 0.02 -1.04 -3.76
F 0.30 3.70 3.61
C -0.08 -1.65 -6.11
F -1.42 3.19 1.85
C 1.34 1.46 3.21
H -1.32 0.00 2.57
H -0.98 -2.51 -1.38
C -1.06 -1.91 -3.43
C 2.57 1.76 4.05
O -1.51 -3.29 -6.88
H 1.23 -0.10 -5.39
C -2.60 -0.57 -0.21
H -3.54 0.72 1.26
F 6.24 0.63 3.88
H -0.46 0.59 1.10
H -2.00 0.41 -2.05
F 4.06 0.29 5.36
C 0.44 -0.85 -5.11
*
```

Output
Kohn-Sham gap ... 0.309 hartree
Calculated total energy ... -2105.41456 hartree
Largest force on an atom ... 5.06 eV Å⁻¹
Structure (SMILES) ... Oc1cccc(CCCCCC(F)(F)C(F)(F)C(F)(F)C(F)(F)C(F)(F)C(F)(F)F)c1O

---

[2]
ORCA calculation (wB97M-V/def2-TZVPD) on a single C17H15F3N2O5S molecule.

ORCA input file:
```
! wB97M-V def2-TZVPD RIJCOSX def2/J DEFGRID3
* xyz 0 1
C 0.20 -3.25 -0.32
H -0.31 -5.22 -1.56
O 2.88 0.82 3.40
H -4.87 1.72 -0.22
H -1.38 -3.30 1.89
C 0.60 2.37 1.10
C 1.21 -1.07 -0.53
N 1.59 2.14 2.10
C -3.93 1.90 -2.15
C -3.96 1.71 -0.80
H 2.28 0.78 -0.55
H 1.28 -2.73 -3.48
H -4.76 2.06 -2.81
F 1.39 4.60 1.04
H 2.76 -0.79 1.52
H 0.38 -1.84 1.28
O 0.48 1.56 -2.06
C 0.32 1.10 0.28
H 1.68 2.83 2.84
C 2.27 0.96 2.37
H -1.15 -5.06 2.03
H 1.95 -0.57 -2.47
S -2.35 1.84 -2.79
F 2.23 3.29 -0.45
H -2.50 1.38 0.79
C 0.46 -3.50 -1.68
O 0.11 -4.68 -2.24
H 0.23 -3.98 2.29
C -2.69 1.52 -0.25
C 1.58 0.24 0.11
O -0.62 2.78 1.66
H -0.42 0.53 0.86
C 0.57 -2.04 0.24
F 0.20 4.01 -0.64
C 1.47 -1.32 -1.87
C -0.69 -4.13 1.71
H -0.52 3.61 2.14
N 2.17 0.01 1.41
O -0.42 -4.29 0.34
C -0.26 1.43 -1.10
C -1.69 1.56 -1.21
C 1.11 3.56 0.22
C 1.09 -2.52 -2.44
*
```

Output
Kohn-Sham gap ... 0.301 hartree
Calculated total energy ... -1840.37311 hartree
Largest force on an atom ... 0.98 eV Å⁻¹
Structure (SMILES) ... COc1cc([C@@H]2NC(=O)N[C@@](O)(C(F)(F)F)[C@H]2C(=O)c2cccs2)ccc1O

---

[3]
ORCA calculation (wB97M-V/def2-TZVPD) on a molecular structure, C17H15HfN7O6S.

ORCA input file:
```
! wB97M-V def2-TZVPD RIJCOSX def2/J DEFGRID3
* xyz 2 1
C 1.49 4.13 0.74
N 1.18 -1.99 -1.29
O -2.44 -0.22 -3.37
C 1.56 -1.90 -2.58
S 1.82 -4.16 2.01
O -0.82 1.29 0.58
C 1.96 1.81 0.24
C 0.42 -2.18 2.83
C 1.32 -2.99 0.87
C 0.59 5.12 1.03
H 1.10 -3.69 4.28
C 1.05 -3.31 3.27
C 1.69 -3.01 -0.55
H -4.22 -1.52 0.93
H -1.95 -2.05 1.67
H 3.57 -4.58 -2.88
C -1.25 3.57 1.02
N -1.99 -0.91 -1.25
H 1.17 -1.06 -3.14
N -4.33 -1.03 -1.61
H 2.54 4.37 0.64
C -0.77 4.86 1.17
C -3.27 -1.07 -0.84
O 1.68 0.61 0.01
C 2.55 -3.96 -1.10
C -0.36 2.53 0.72
N -1.69 -0.31 -2.44
H -1.43 5.68 1.41
N 1.08 6.51 1.21
O 2.27 6.68 1.08
C 2.41 -2.80 -3.18
N -2.17 -1.16 1.23
Hf -0.11 -0.49 -0.07
H 2.67 -2.67 -4.22
C 2.90 -3.85 -2.43
H -2.29 -0.45 1.95
H -0.08 -1.51 3.51
N -3.35 -1.26 0.48
C 0.57 -1.97 1.42
H 2.93 -4.75 -0.48
H 3.02 2.09 0.19
H -5.27 -1.09 -1.23
O -0.52 0.11 -2.41
O 0.25 7.34 1.47
C 1.02 2.82 0.57
H -4.22 -0.92 -2.61
H -2.30 3.35 1.13
*
```

Output
Kohn-Sham gap ... 0.259 hartree
Calculated total energy ... -1937.18642 hartree
Largest force on an atom ... 0.42 eV Å⁻¹

---

[4]
ORCA calculation (wB97M-V/def2-TZVPD) on a molecular structure, C17H15N3O5PtS4.

ORCA input file:
```
! wB97M-V def2-TZVPD RIJCOSX def2/J DEFGRID3
* xyz 0 1
C 0.13 3.08 -2.28
S -0.14 2.79 -0.65
H -0.54 -5.51 -0.33
H 0.44 0.20 4.90
H -2.50 -4.01 -0.46
N -0.08 0.44 2.84
S 0.49 0.43 -2.96
N 0.58 0.56 1.68
H -1.07 0.51 2.87
H 1.76 -4.56 -0.37
C 3.24 0.16 4.24
C -1.31 -2.21 -0.54
O 2.36 0.65 -0.32
C -0.39 -4.44 -0.40
C -2.48 0.84 -1.81
H 4.32 0.32 2.66
H -2.19 1.89 -1.78
C 1.07 -2.53 -0.51
C 0.40 2.10 -3.23
H -3.58 0.79 -1.86
H -2.02 1.83 0.68
C 0.77 0.30 3.88
H -3.03 -1.45 -1.51
O 4.41 0.18 3.65
C 1.86 0.46 1.97
S 0.05 4.72 -2.84
C 0.41 4.38 -4.56
C 2.85 0.53 0.85
C -1.49 -3.59 -0.46
C 2.04 0.30 3.36
O 0.49 5.22 -5.40
H -3.13 -1.44 0.24
O 4.06 0.48 1.12
O 3.10 0.04 5.43
H -2.06 0.37 -2.69
H 2.07 -2.12 -0.55
Pt 0.23 0.32 -0.53
C -2.46 0.84 0.62
C -0.05 -1.69 -0.56
H -3.55 0.94 0.62
C 0.89 -3.91 -0.42
S 0.65 2.64 -4.87
C -2.46 -1.27 -0.61
N -1.99 0.15 -0.60
H -2.16 0.25 1.49
*
```

Output
Kohn-Sham gap (spin up / spin down) ... 0.189 / 0.189 hartree
Calculated total energy ... -2909.37006 hartree
Largest force on an atom ... 3.49 eV Å⁻¹

---

[5]
ORCA calculation (wB97M-V/def2-TZVPD) on a molecular structure, C17H15N3Se4W.

ORCA input file:
```
! wB97M-V def2-TZVPD RIJCOSX def2/J DEFGRID3
* xyz 4 1
H 1.51 0.37 4.22
C -2.71 0.74 -2.79
C -1.72 0.27 3.20
C 4.48 -0.50 0.23
C -4.82 -0.19 0.16
W 0.04 -0.70 -0.57
H 2.65 -1.12 -2.55
H -0.78 0.63 5.10
C -1.50 0.01 1.87
H -2.72 0.40 3.58
C -3.02 0.23 -1.41
C -2.54 -0.10 0.85
C 0.84 0.00 2.21
H -2.77 -0.04 -3.56
C -0.63 0.41 4.05
H -5.09 0.26 -1.91
N -2.07 0.00 -0.45
C -3.86 -0.23 1.18
Se 0.71 0.58 -2.54
C 4.52 -0.26 1.58
C 0.67 0.26 3.55
H -3.50 1.44 -3.07
H 3.85 0.16 -2.39
Se 0.94 -2.79 -1.84
H -1.78 1.30 -2.85
C 3.28 -0.59 -0.48
N -0.23 -0.11 1.37
H 5.40 -0.62 -0.33
Se -0.57 -3.05 -0.12
H 3.30 0.11 3.31
H -5.87 -0.33 0.38
H 5.46 -0.19 2.11
C -4.38 0.10 -1.11
H -4.17 -0.34 2.21
C 3.30 -0.09 2.25
N 2.07 -0.45 0.18
H 4.30 -1.51 -2.09
C 3.49 -0.78 -1.95
C 2.13 -0.19 1.55
Se -0.55 -1.31 -3.06
*
```

Output
Kohn-Sham gap ... 0.195 hartree
Calculated total energy ... -10492.34395 hartree
Largest force on an atom ... 0.20 eV Å⁻¹

---

[6]
ORCA calculation (wB97M-V/def2-TZVPD) on a molecular structure, C17H16BI2N5NiOS2.

ORCA input file:
```
! wB97M-V def2-TZVPD RIJCOSX def2/J DEFGRID3
* xyz 0 1
H -4.35 -2.90 -1.65
H 4.15 -0.45 -3.42
H 2.91 -0.72 3.22
S -2.97 -0.34 -2.11
C -3.54 -3.07 -0.94
O -0.43 -1.19 0.27
C -3.33 -0.68 1.72
H 1.69 -0.65 -3.73
C 2.61 -0.76 2.18
C 0.80 -1.02 0.57
H 2.80 2.83 -0.41
H 5.08 -0.39 -1.11
N -1.20 1.81 0.63
H -0.83 1.99 2.71
H -3.72 -3.98 -0.37
C 4.02 -0.49 -1.28
H 1.69 2.69 1.87
C -3.56 -1.95 1.32
N -3.07 0.09 0.63
C 1.28 -1.00 1.89
C 0.82 2.41 1.31
H -3.34 -0.26 2.71
C 1.78 -0.80 -0.47
C 3.51 -0.51 -2.56
C -0.43 2.06 1.72
H -3.22 2.12 -0.30
I -0.14 -1.31 3.41
C 2.12 -0.64 -2.74
N -3.43 -1.96 -0.04
N 0.81 2.36 -0.05
C 1.87 2.72 -0.96
H -3.14 2.05 1.69
N 1.29 -0.77 -1.73
H -3.81 -2.84 1.87
C -3.12 -0.71 -0.44
B -2.76 1.61 0.66
H -2.61 -3.18 -1.51
C 3.15 -0.61 -0.18
C 3.53 -0.56 1.18
C -0.42 1.97 -0.45
S -0.84 1.88 -2.11
Ni -0.77 -0.40 -1.56
I 5.52 -0.07 1.74
H 1.63 3.65 -1.47
H 1.98 1.94 -1.72
*
```

Output
Kohn-Sham gap (spin up / spin down) ... 0.244 / 0.244 hartree
Calculated total energy ... -3931.45745 hartree
Largest force on an atom ... 1.60 eV Å⁻¹

---

[7]
ORCA calculation (wB97M-V/def2-TZVPD) on a molecular structure, C17H16BiN2O5.

ORCA input file:
```
! wB97M-V def2-TZVPD RIJCOSX def2/J DEFGRID3
* xyz 3 1
O 0.67 0.20 -0.09
N -1.65 -0.28 -0.12
H -2.51 -2.85 -0.25
C -2.39 -2.44 0.77
O 2.07 -0.71 -2.49
H -3.93 1.55 -2.73
O 1.62 1.63 2.94
H -4.22 -0.79 0.24
H -3.41 -4.04 1.81
H -4.46 -1.23 -1.45
C 3.23 -1.24 0.86
N -2.63 -0.16 -1.08
O 1.40 3.49 -0.76
H -2.66 1.59 -3.95
C 2.87 0.07 -2.14
H 6.63 0.64 -0.92
C -1.30 -0.78 2.25
H 6.50 1.61 1.41
H -1.30 -1.27 4.37
Bi 3.74 0.97 -0.11
H 6.09 2.27 -1.64
C -2.78 -3.16 1.91
H 5.96 3.25 0.70
C -1.76 -1.19 0.98
C -1.62 -1.57 3.37
C -2.15 0.58 -2.11
H -0.12 1.35 -2.52
C 6.28 1.67 -0.74
C -0.47 0.25 -0.63
C 2.40 1.72 2.10
C -3.10 0.98 -3.17
H -3.57 0.11 -3.65
H -4.62 0.46 -0.93
H -0.68 0.12 2.32
C -4.04 -0.46 -0.79
C -0.83 0.85 -1.90
C -2.31 -2.79 3.19
O 2.82 -2.18 1.36
H -2.46 -3.46 4.04
C 6.22 2.19 0.51
C 2.48 3.04 -0.95
*
```

Output
Kohn-Sham gap (spin up / spin down) ... 0.222 / 0.187 hartree
Calculated total energy ... -1356.44812 hartree
Largest force on an atom ... 6.82 eV Å⁻¹

---

[8]
ORCA calculation (wB97M-V/def2-TZVPD) on a molecular structure, C17H16Br3N2O2Pd.

ORCA input file:
```
! wB97M-V def2-TZVPD RIJCOSX def2/J DEFGRID3
* xyz 1 3
C -4.32 -0.36 -3.26
C -5.64 -1.64 -1.72
Br 1.94 3.50 0.38
H -4.16 0.03 -4.26
H 0.58 -1.36 4.70
Br 4.11 2.49 -1.71
H -1.15 -1.52 -1.39
C 3.02 0.33 2.25
C 3.75 3.74 -0.26
C -3.40 -0.08 -2.25
C 1.25 -0.87 4.01
C -0.54 -0.63 -1.35
H 4.23 0.34 0.76
N 0.58 -0.61 -0.73
Pd 2.05 1.08 -0.56
O 3.20 -0.67 -0.46
C -5.43 -1.15 -3.00
C 1.43 -1.39 2.74
H -6.13 -1.37 -3.79
H -2.97 -0.28 -0.16
C 1.95 0.26 4.39
H 2.93 -2.40 0.56
H 4.42 3.50 0.55
C 2.84 0.86 3.52
Br 0.40 1.77 -2.54
H 0.70 -2.57 -0.19
C -3.64 -0.56 -0.96
H 3.42 1.73 3.80
H 3.86 4.75 -0.63
O 3.92 0.98 1.42
H 1.81 0.68 5.38
H -6.51 -2.25 -1.51
C -1.00 0.53 -2.08
H 0.89 -2.28 2.44
N 1.13 -1.66 -0.15
C -4.75 -1.34 -0.70
C -2.23 0.75 -2.56
H -4.93 -1.70 0.30
C 2.30 -0.79 1.83
H -2.38 1.58 -3.24
C 2.47 -1.41 0.42
*
```

Output
Kohn-Sham gap (spin up / spin down) ... 0.297 / 0.213 hartree
<S²> ... 2.01
Calculated total energy ... -8766.97758 hartree
Largest force on an atom ... 1.08 eV Å⁻¹

---

Among the records above, which one has the lowest largest force on an atom? C17H15N3Se4W

---

Which of these has the lowest largest force on an atom? C17H15N3Se4W

---

Look up the calculated total energy of the first one. -2105.41456 hartree

---

What is the largest force on an atom in the second record? 0.98 eV Å⁻¹